{
  "formula": "C5H12O4",
  "method": "the ωB97M-V functional and the def2-TZVPD basis",
  "elements": ["C", "C", "C", "O", "O", "O", "H", "H", "H", "H", "H", "H", "H", "H", "C", "C", "O", "H", "H", "H", "H"],
  "coordinates": [[-1.12, -1.70, -0.44], [-0.21, 0.33, 0.82], [-1.15, 1.40, 0.30], [-1.06, -1.27, -1.59], [-0.24, -2.62, 0.00], [-2.29, -1.77, 0.24], [0.08, -0.27, -1.82], [-0.48, -2.91, 0.89], [-2.96, -1.28, -0.25], [-0.71, -0.41, 1.45], [0.46, 0.76, 1.56], [-0.64, 2.11, -0.35], [-1.59, 1.98, 1.12], [-1.96, 1.00, -0.31], [2.36, 1.09, 0.07], [1.28, 0.13, -0.38], [0.86, 0.38, -1.62], [1.51, -0.92, -0.19], [1.97, 2.11, 0.06], [3.19, 1.03, -0.64], [2.72, 0.83, 1.06]],
  "mulliken_charge": [0.5581, -0.8064, -0.9594, -0.6318, -0.4111, -0.4396, 0.5139, 0.3701, 0.3846, 0.4395, 0.4299, 0.2933, 0.3509, 0.2427, -1.3973, 0.3069, -0.5978, 0.2656, 0.3040, 0.3884, 0.3956]
}

***

{
  "formula": "C5H12OSi",
  "method": "the ωB97M-V functional and the def2-TZVPD basis",
  "elements": ["C", "C", "C", "C", "C", "O", "Si", "H", "H", "H", "H", "H", "H", "H", "H", "H", "H", "H", "H"],
  "coordinates": [[-2.07, 0.33, 0.88], [-1.15, 1.13, 0.39], [-3.40, 0.88, 1.38], [0.89, -0.99, -2.19], [2.39, -1.14, 0.75], [2.58, 1.03, -1.06], [1.50, -0.08, -0.57], [-2.05, -0.77, 0.89], [-1.06, 2.23, 0.48], [-3.56, 0.45, 2.40], [-4.04, 0.49, 0.65], [-3.31, 1.94, 1.32], [-0.10, -0.72, -2.41], [1.47, -0.58, -3.04], [0.97, -2.04, -1.97], [1.81, -1.66, 1.58], [3.02, -1.89, 0.22], [3.15, -0.50, 1.31], [2.96, 1.91, -1.01]],
  "mulliken_charge": [0.0620, -0.5635, -1.0624, -1.0190, -0.9470, -0.4934, 0.4903, 0.2668, 0.1910, 0.2696, 0.2828, 0.3320, 0.3232, 0.3052, 0.3356, 0.3069, 0.3032, 0.2669, 0.3499]
}

***

{
  "formula": "C5H12OSi2",
  "method": "the ωB97M-V functional and the def2-TZVPD basis",
  "smiles": "[SiH3][SiH2]C1=CCCCO1",
  "elements": ["Si", "Si", "C", "C", "C", "C", "C", "O", "H", "H", "H", "H", "H", "H", "H", "H", "H", "H", "H", "H"],
  "coordinates": [[3.48, -0.75, -0.19], [1.96, 0.91, 0.28], [0.11, 0.55, 0.22], [-0.87, 1.37, -0.09], [-2.28, 0.80, -0.23], [-2.39, -0.51, 0.46], [-1.25, -1.43, -0.05], [-0.11, -0.84, 0.27], [4.72, 0.02, 0.10], [3.52, -2.08, 0.58], [3.18, -0.99, -1.65], [1.97, 1.93, 1.54], [2.14, 2.07, -0.70], [-0.61, 2.48, -0.25], [-3.13, 1.40, -0.05], [-2.22, 0.62, -1.33], [-2.19, -0.43, 1.52], [-3.34, -0.84, 0.21], [-1.28, -2.42, 0.46], [-1.43, -1.86, -1.09]],
  "mulliken_charge": [0.3133, 0.1342, 0.1482, -0.2693, -0.4897, -0.6912, -0.4867, -0.3171, -0.1170, -0.0742, -0.0783, -0.0799, -0.1073, 0.2259, 0.4277, 0.2319, 0.2844, 0.3908, 0.2956, 0.2586]
}

***

{
  "formula": "C5H12S",
  "method": "the ωB97M-V functional and the def2-TZVPD basis",
  "smiles": "CCC(C)(C)S",
  "elements": ["C", "C", "C", "C", "C", "S", "H", "H", "H", "H", "H", "H", "H", "H", "H", "H", "H", "H"],
  "coordinates": [[1.92, 0.74, -0.11], [0.86, -0.14, -0.76], [-0.53, -0.01, -0.08], [-1.63, -0.86, -0.80], [-0.43, -0.51, 1.36], [-1.21, 1.75, -0.10], [1.76, 1.79, -0.41], [2.90, 0.38, -0.44], [1.71, 0.63, 0.93], [1.18, -1.18, -0.85], [0.72, 0.22, -1.80], [-1.46, -1.88, -0.49], [-1.65, -0.61, -1.85], [-2.61, -0.58, -0.44], [-1.43, -0.53, 1.77], [-0.01, -1.51, 1.47], [0.15, 0.17, 1.95], [-0.24, 2.15, 0.65]],
  "mulliken_charge": [-1.1603, -0.4152, 0.8548, -1.7572, -1.5842, -0.1520, 0.2899, 0.3627, 0.2950, 0.3890, 0.2841, 0.3721, 0.4318, 0.4732, 0.3700, 0.3402, 0.4953, 0.1110]
}

***

{
  "formula": "C5H12S2",
  "method": "the ωB97M-V functional and the def2-TZVPD basis",
  "smiles": "CCCSSCC",
  "elements": ["C", "C", "C", "S", "S", "C", "C", "H", "H", "H", "H", "H", "H", "H", "H", "H", "H", "H", "H"],
  "coordinates": [[0.57, -2.82, -1.85], [-0.36, -1.67, -2.26], [-0.93, -0.76, -1.17], [0.37, -0.36, 0.01], [-0.74, 0.90, 1.25], [0.57, 2.05, 1.78], [0.09, 2.90, 2.97], [0.70, -3.50, -2.68], [0.36, -3.24, -0.88], [1.56, -2.35, -1.70], [-1.26, -2.15, -2.61], [0.02, -1.17, -3.15], [-1.32, 0.13, -1.63], [-1.84, -1.17, -0.73], [1.39, 1.41, 2.08], [0.93, 2.61, 0.91], [0.16, 2.29, 3.87], [-0.95, 3.13, 2.78], [0.69, 3.78, 3.02]],
  "mulliken_charge": [-1.1697, -0.4883, -0.5992, -0.1145, -0.1450, -0.4199, -1.0563, 0.3612, 0.3437, 0.3044, 0.2711, 0.3113, 0.4298, 0.3807, 0.2971, 0.3733, 0.2888, 0.2875, 0.3440]
}

***

{
  "formula": "C5H12S2",
  "method": "the ωB97M-V functional and the def2-TZVPD basis",
  "smiles": "CCCSSCC",
  "elements": ["C", "C", "C", "S", "S", "C", "C", "H", "H", "H", "H", "H", "H", "H", "H", "H", "H", "H", "H"],
  "coordinates": [[1.24, 2.23, 0.65], [2.39, 1.19, 0.54], [2.04, -0.27, 0.79], [0.86, -1.05, -0.35], [-0.97, -0.49, 0.49], [-1.95, -0.59, -1.04], [-3.30, 0.05, -0.84], [1.43, 2.94, 1.45], [0.32, 1.72, 0.89], [1.10, 2.75, -0.29], [3.17, 1.46, 1.25], [2.75, 1.21, -0.50], [2.95, -0.87, 0.73], [1.62, -0.41, 1.78], [-1.38, -0.07, -1.80], [-1.96, -1.63, -1.35], [-3.24, 1.13, -0.75], [-3.77, -0.32, 0.07], [-3.94, -0.17, -1.69]],
  "mulliken_charge": [-0.8497, -0.2095, -0.8925, -0.0643, -0.1853, -0.3405, -1.1763, 0.2891, 0.1902, 0.2487, 0.3200, 0.2353, 0.3618, 0.3817, 0.3487, 0.3579, 0.3218, 0.3297, 0.3332]
}

***

The following energy values (in hartree) correspond, in order, to the records above: -498.6199, -562.3338, -851.8134, -595.8786, -994.0608, -994.0677.